[1]
C19H43NO6PS | ωB97M-V/def2-TZVPD

highest occupied orbital energy	-12.331	eV
LUMO	-2.918	eV
spin multiplicity	1
net charge	+1
gap between HOMO and LUMO	0.3459	hartree
relative energy (zero: lowest compared OMol25 entry of this formula, charge and spin)	5.520	eV

Positions of all 71 atoms, in Å:
H 5.19 5.92 1.22
H 0.52 0.56 -0.73
H -8.85 -0.75 -2.28
C 0.03 3.53 -1.29
S -5.55 -2.21 -0.85
C -2.31 0.28 -1.29
H 7.69 -4.41 3.31
H 2.11 -1.68 -1.62
C 0.40 -0.14 -1.66
H 1.10 0.33 -2.51
H 8.13 -3.06 2.23
H 6.58 -3.87 2.03
C -1.11 -0.22 -2.29
H -3.29 -0.30 -1.64
H 1.69 -2.82 0.38
C 5.13 -1.43 2.35
H -1.12 0.53 -3.22
H -6.72 -1.28 1.17
C -3.19 0.76 1.24
O 4.42 -2.42 2.22
C -5.58 -1.32 0.82
H -1.47 -3.17 0.01
H 7.41 -2.26 4.50
H -0.33 -4.05 -1.22
H 4.40 5.60 -1.17
O 1.88 5.41 -0.91
H -1.36 -1.27 -2.73
H -0.12 -4.47 0.63
H 0.27 -1.56 0.85
H -7.90 -1.78 -3.54
H -1.05 0.17 0.73
H -5.01 -1.92 1.66
H -0.12 4.30 -2.05
H -2.52 1.42 -1.52
C 3.80 -0.21 0.87
C -0.39 -3.60 -0.13
C 2.22 4.24 -0.95
C 0.67 -2.31 0.04
C 0.93 -1.68 -1.45
H 5.82 -2.99 4.28
C 6.67 -2.55 3.75
H -2.88 1.89 1.36
O 4.93 -0.23 1.75
H -0.52 2.64 -1.60
H 5.45 4.29 -0.62
H -5.30 0.58 -1.68
C -2.10 -0.08 0.29
H 4.41 4.38 1.67
H -0.36 3.86 -0.33
O 6.27 -1.35 3.07
H -5.82 1.25 1.68
H -7.65 -3.50 -1.68
H 0.49 -2.35 -2.32
H 2.90 -0.56 1.37
O 3.48 3.77 -0.75
H -4.88 2.13 -1.07
C 4.37 5.23 0.98
H 3.42 5.75 1.16
H -7.99 -2.19 -0.36
C 7.30 -3.53 2.78
H 4.02 -0.82 -0.02
H -2.37 -1.23 0.47
H -7.02 -0.40 -2.59
H -3.11 0.29 2.33
O 1.40 3.18 -1.17
H 3.64 0.82 0.55
C -7.38 -2.38 -1.37
C 4.47 4.76 -0.46
P -5.01 0.52 0.69
N -5.41 1.25 -0.89
C -7.82 -1.26 -2.49

Results of the Mulliken charge analysis, in e, for atoms 1 through 5:
1. H 0.38
2. H 0.13
3. H 0.27
4. C -0.59
5. S 0.03



[2]
C11H15N2S | ωB97M-V/def2-TZVPD

highest occupied orbital energy (alpha / beta)	-8.312 / -12.697	eV
LUMO (alpha / beta)	-3.000 / -6.077	eV
spin multiplicity	3
net charge	+1
gap between HOMO and LUMO (alpha / beta)	0.1952 / 0.2433	hartree

Positions of all 29 atoms, in Å:
H 1.00 2.03 -4.17
H 1.87 1.76 -2.09
H 1.70 0.21 2.66
C 0.02 1.01 -1.07
C -1.31 0.71 -1.35
C -1.84 0.82 -2.60
H 2.70 -0.85 1.43
C 0.80 1.44 -2.17
C 0.68 0.91 0.23
C 0.59 -1.66 0.04
H -0.45 -1.61 -0.18
H -1.07 -1.41 2.25
N -2.11 0.94 2.94
S -0.30 2.00 1.40
C 0.65 -0.61 1.05
H -2.20 1.96 3.13
H 0.89 -2.56 0.56
H -2.78 0.30 3.25
H -1.90 0.38 -0.54
H 1.13 -1.35 -0.82
C 1.81 -0.56 2.03
H -2.90 0.55 -2.68
C -1.11 1.22 -3.68
H 1.61 -1.25 2.77
H 1.66 1.27 0.21
N -0.60 -0.56 1.81
C 0.28 1.59 -3.46
H -1.63 1.21 -4.67
C -1.04 0.64 2.22

Results of the natural (NBO) charge analysis, in e, for atoms 1 through 5:
1. H 0.23
2. H 0.23
3. H 0.23
4. C -0.03
5. C -0.21



[3]
C30H33Br42NO2 | ωB97M-V/def2-TZVPD

highest occupied orbital energy	-9.003	eV
LUMO	-1.273	eV
spin multiplicity	1
gap between HOMO and LUMO	0.2841	hartree
relative energy (zero: lowest compared OMol25 entry of this formula, charge and spin)	6.487	eV

Positions of all 108 atoms, in Å:
H -0.86 -0.98 -4.61
H -9.23 -6.70 3.10
H 4.45 2.89 -2.83
C 1.82 -0.74 -1.28
C -5.29 -2.03 7.50
N 3.93 2.96 -1.95
H -3.20 -2.32 -4.37
Br 1.45 5.61 -1.64
C 5.52 9.39 -5.85
H -0.68 -2.77 -4.91
Br -6.88 -2.88 6.78
H -2.00 2.89 2.60
C 3.62 -1.93 0.31
C -5.14 1.64 4.47
Br -11.15 -5.30 2.36
Br 6.48 -1.80 4.12
Br 5.53 -4.85 4.49
C 0.21 -2.09 -3.00
Br 7.63 -8.81 1.36
Br -6.24 0.41 3.44
Br 8.59 -8.89 4.42
C -0.34 -9.59 0.71
C -0.50 9.59 1.53
Br 8.20 -4.19 2.83
H -4.53 -2.05 6.72
C -6.36 -7.79 1.16
Br -3.50 0.80 5.06
C 7.26 -8.22 3.17
C 2.21 0.66 -0.66
Br -0.42 3.39 0.74
Br -7.49 -7.43 -0.38
H 3.31 3.78 -1.92
C -0.95 -2.00 -4.09
C 4.81 2.87 -0.76
C -2.46 0.18 -2.48
C 0.91 -3.41 -2.55
C 2.29 6.94 -2.78
H 4.77 2.23 1.48
Br 4.07 6.40 -3.33
Br -1.19 -8.13 -0.25
Br 1.16 8.77 2.10
C 6.43 -3.58 3.34
H 5.21 8.42 -5.46
Br 4.37 9.79 -7.36
H -5.71 1.90 5.36
H -2.03 5.76 7.48
H -5.18 -6.10 -1.42
C -10.29 -6.75 3.31
Br 7.38 9.22 -6.38
C 2.06 -3.38 -1.48
Br -1.58 8.36 0.49
Br 6.39 11.38 -12.82
Br -0.54 -9.40 2.63
C -4.85 -5.16 -1.84
Br -2.99 -5.38 -2.35
Br -6.57 -6.44 2.53
H -2.69 -1.75 -1.29
H 5.15 3.93 -0.47
C 6.15 11.04 -10.93
H 5.70 2.19 -1.06
Br -0.15 1.34 3.20
Br -3.65 4.14 8.45
Br -5.60 -0.17 7.94
H 5.85 -3.50 2.42
H -3.33 0.93 -2.33
C -2.92 -1.36 -2.35
H 1.69 7.01 -3.69
H 7.34 -7.14 3.18
Br -2.54 0.99 1.08
C 0.71 -0.77 -2.35
Br 5.30 10.68 -4.42
Br -1.72 3.87 5.90
Br 7.49 9.83 -10.24
H -1.07 9.82 2.43
H 5.12 -0.43 1.31
H -6.70 -8.73 1.58
H -1.74 0.38 -1.60
Br -10.49 -6.57 5.23
Br -4.80 3.28 3.50
Br -3.97 6.16 5.97
Br -0.20 11.26 0.60
H -4.08 -1.36 -2.41
Br -10.91 -8.48 2.69
H 3.17 2.85 0.76
C 3.55 0.73 0.22
O 4.08 -2.96 0.92
C -2.74 5.08 7.01
C 2.51 -2.06 -0.81
H 2.54 -4.37 -1.21
H -2.39 -3.40 -3.09
Br 5.46 -8.67 3.73
H -1.98 0.46 -3.47
Br -4.56 -3.02 9.01
Br -5.98 -4.80 -3.38
H 0.73 -9.53 0.49
H 0.24 0.21 -2.69
C 4.18 -0.46 0.67
C 4.11 2.22 0.53
O 1.45 1.64 -0.88
Br -0.95 -11.32 0.08
C -2.42 -2.32 -3.53
H 0.56 -4.37 -3.05
H 5.19 10.55 -10.82
Br -5.07 -3.81 -0.46
Br 6.07 12.69 -9.90
C -1.37 2.24 1.99
Br -4.51 -8.02 0.65
Br 2.28 8.70 -1.97

Results of the Mulliken charge analysis, in e, for atoms 1 through 5:
1. H 0.36
2. H -0.46
3. H 0.21
4. C 0.12
5. C -0.26



[4]
C2H8N3S | ωB97M-V/def2-TZVPD

highest occupied orbital energy	-13.742	eV
LUMO	-4.817	eV
spin multiplicity	1
net charge	+1
gap between HOMO and LUMO	0.3280	hartree
relative energy (zero: lowest compared OMol25 entry of this formula, charge and spin)	3.730	eV

Positions of all 14 atoms, in Å:
S -2.46 0.80 0.06
H -1.43 -2.56 -1.14
H -0.12 2.30 0.40
C -1.10 -0.55 -0.89
N 1.45 1.35 -0.86
H -0.82 -0.14 2.41
H 1.93 2.34 -0.96
H 2.18 0.65 -0.53
H -1.16 -2.18 0.42
N 0.26 1.50 -0.16
H -0.52 0.08 1.71
C -0.76 0.67 -0.18
N -1.00 -1.88 -0.51
H -1.12 -0.43 -1.94

Results of the natural (NBO) charge analysis, in e, for atoms 1 through 5:
1. S 0.18
2. H 0.42
3. H 0.44
4. C 0.06
5. N -0.65



[5]
C14H28MnN6O4 | ωB97M-V/def2-TZVPD

highest occupied orbital energy (alpha / beta)	-14.325 / -14.345	eV
LUMO (alpha / beta)	-7.795 / -7.323	eV
spin multiplicity	2
net charge	+2
gap between HOMO and LUMO (alpha / beta)	0.2400 / 0.2580	hartree
relative energy (zero: lowest compared OMol25 entry of this formula, charge and spin)	0.797	eV

Positions of all 53 atoms, in Å:
H 2.37 1.82 -0.65
O -1.74 -1.10 0.30
H 2.51 -2.66 1.96
N 3.12 -1.14 -2.92
C 2.01 -1.25 -2.02
C -2.21 -0.07 1.27
N 1.51 0.12 -1.56
H -3.05 0.42 0.78
H -1.01 3.13 4.20
H 3.09 2.66 -2.74
N 0.61 -3.52 1.72
H -1.22 -4.55 2.07
Mn -0.08 -0.01 -0.23
C -1.38 -2.38 0.85
N 2.29 0.98 -3.71
C 4.22 -0.43 -2.24
C 2.72 -0.36 -4.10
N 3.81 0.91 -1.84
C -0.16 -4.75 1.97
O -0.04 1.17 1.28
C 3.40 1.66 -3.03
H 0.19 -5.19 2.90
C 1.17 0.90 -2.85
H 5.06 -0.36 -2.93
H -1.05 3.85 2.58
H 3.57 -0.29 -4.77
H 1.90 -0.87 -4.61
H 0.34 0.38 -3.32
H 1.17 -1.75 -2.52
H -2.57 -0.61 2.15
H 4.25 1.73 -3.71
C -3.05 1.91 3.17
H 0.00 -5.46 1.16
O 0.83 -1.47 0.82
H 0.85 1.90 -2.52
H 2.50 -4.25 1.15
C -0.80 2.96 3.15
H 2.31 -1.80 -1.13
H -3.58 2.68 2.60
C 0.11 -2.47 1.15
H -1.64 -3.12 0.10
C -1.23 1.04 1.76
H 2.98 0.25 -0.04
C 2.71 0.83 -0.93
H -3.03 2.19 4.22
H -3.57 0.96 3.08
H -1.97 -2.57 1.75
H 0.24 2.70 3.02
N -1.65 1.83 2.71
C 2.06 -3.65 1.94
H 2.22 -4.15 2.90
H 4.52 -1.00 -1.36
O -0.96 0.92 -1.11

Results of the natural (NBO) charge analysis, in e, for atoms 1 through 5:
1. H 0.22
2. O -0.51
3. H 0.24
4. N -0.44
5. C -0.08



[6]
C20H13Cl2NO3P | ωB97M-V/def2-TZVPD

highest occupied orbital energy	-3.813	eV
LUMO	0.710	eV
spin multiplicity	1
net charge	-1
gap between HOMO and LUMO	0.1662	hartree
relative energy (zero: lowest compared OMol25 entry of this formula, charge and spin)	0.000	eV

Positions of all 40 atoms, in Å:
P -0.29 0.09 0.97
N 3.56 0.96 0.82
C -1.09 2.45 -0.36
C -1.41 1.12 -0.06
O 4.77 -2.35 -0.69
C -1.35 -0.27 2.43
C -1.92 3.20 -1.19
H 3.45 -3.15 -4.91
C 3.97 -2.92 -2.88
C -3.39 1.29 -1.46
C 4.17 -1.99 -1.70
H -0.19 2.89 0.07
H -3.32 1.20 4.81
H 3.70 0.04 -1.05
O 0.06 -1.18 0.25
H -3.72 3.21 -2.40
H -3.63 -1.19 5.47
C 3.25 -0.17 -3.10
H -1.67 4.24 -1.41
Cl 4.44 -4.54 -2.66
C -2.82 0.41 4.25
C 3.17 -1.06 -4.32
H -1.90 1.78 2.86
C 3.64 -0.63 -1.90
C 1.08 1.07 1.45
C -2.35 -1.93 3.90
C -2.99 -0.93 4.63
C -3.07 2.62 -1.75
Cl 2.86 1.47 -3.37
C 3.54 -2.46 -4.07
H -2.48 -2.98 4.17
C -2.56 0.54 -0.61
H 0.90 1.78 2.26
C -1.53 -1.60 2.81
H -2.81 -0.50 -0.39
C -2.01 0.74 3.15
H -4.28 0.84 -1.88
C 2.40 0.94 1.05
O 2.85 -0.64 -5.44
H -1.03 -2.39 2.24

Results of the natural (NBO) charge analysis, in e, for atoms 1 through 5:
1. P 1.92
2. N -0.56
3. C -0.22
4. C -0.31
5. O -0.45



[7]
C3H4N2O | ωB97M-V/def2-TZVPD

highest occupied orbital energy	-8.918	eV
LUMO	0.439	eV
spin multiplicity	1
gap between HOMO and LUMO	0.3439	hartree
relative energy (zero: lowest compared OMol25 entry of this formula, charge and spin)	3.446	eV

Positions of all 10 atoms, in Å:
H 2.03 -0.55 0.54
C -0.58 -0.44 1.00
C 1.44 0.39 0.55
H -0.52 0.05 -2.22
N -0.95 -0.06 -1.31
O 1.74 1.37 -0.09
H -1.83 0.44 -1.17
N 0.37 0.29 1.48
C -0.29 -0.71 -0.39
H -1.42 -0.78 1.62

Results of the natural (NBO) charge analysis, in e, for atoms 1 through 5:
1. H 0.14
2. C 0.01
3. C 0.47
4. H 0.40
5. N -0.70



[8]
CH8B2Na6O3 | ωB97M-V/def2-TZVPD

highest occupied orbital energy	-13.817	eV
LUMO	-9.605	eV
spin multiplicity	1
net charge	+2
gap between HOMO and LUMO	0.1548	hartree
relative energy (zero: lowest compared OMol25 entry of this formula, charge and spin)	0.462	eV

Positions of all 20 atoms, in Å:
H 3.64 0.46 0.93
O -1.97 0.21 -0.99
O -0.12 -0.94 -1.57
B 2.70 0.57 0.19
Na -0.32 -3.37 -2.30
Na -2.49 -3.14 0.15
H 1.76 -0.09 0.52
H -0.20 0.71 1.07
C -1.39 -0.79 -1.53
Na 2.20 -1.64 -1.02
B -0.23 1.59 1.82
Na -2.10 -0.25 1.57
Na 0.26 1.46 -0.83
H 2.47 1.73 0.02
Na -4.35 -0.78 -1.40
H 0.26 2.52 1.26
H -1.39 1.83 2.04
H 0.32 1.43 2.87
O -2.18 -1.78 -1.91
H 3.12 0.26 -0.89

Results of the natural (NBO) charge analysis, in e, for atoms 1 through 5:
1. H 0.04
2. O -0.87
3. O -0.90
4. B -0.80
5. Na 0.97



[9]
C3H9N | ωB97M-V/def2-TZVPD

highest occupied orbital energy	-9.734	eV
LUMO	0.914	eV
spin multiplicity	1
gap between HOMO and LUMO	0.3913	hartree
relative energy (zero: lowest compared OMol25 entry of this formula, charge and spin)	1.031	eV

Positions of all 13 atoms, in Å:
H -0.05 -1.17 -1.94
C 0.96 -1.00 -1.54
H -1.71 3.37 1.34
H 2.25 -1.05 0.04
H 1.63 -0.62 -2.31
C 0.28 -1.67 0.79
H 0.80 -1.94 1.71
H -0.17 -0.70 1.07
H -1.05 2.29 0.34
H -0.40 -2.46 0.51
C 1.27 -1.33 -0.30
N -1.46 3.22 0.37
H -2.36 3.05 -0.08

Results of the natural (NBO) charge analysis, in e, for atoms 1 through 5:
1. H 0.18
2. C -0.40
3. H 0.35
4. H 0.19
5. H 0.20



[10]
C5H5F | ωB97M-V/def2-TZVPD

highest occupied orbital energy	-9.275	eV
LUMO	-0.839	eV
spin multiplicity	1
gap between HOMO and LUMO	0.3100	hartree
relative energy (zero: lowest compared OMol25 entry of this formula, charge and spin)	5.261	eV

Positions of all 11 atoms, in Å:
H -1.59 -2.38 -0.87
H -0.44 1.34 -1.34
C -0.24 -0.95 -0.20
C -0.56 -2.08 -0.74
H -0.08 2.33 0.09
H 0.18 -2.74 -1.16
F 0.70 0.21 2.99
H 1.22 1.54 -0.81
C 0.19 1.43 -0.46
C 0.54 1.09 2.05
C 0.09 0.22 0.46

Results of the natural (NBO) charge analysis, in e, for atoms 1 through 5:
1. H 0.23
2. H 0.21
3. C 0.11
4. C -0.50
5. H 0.22



[11]
C10H17BrS2 | ωB97M-V/def2-TZVPD

highest occupied orbital energy	-8.118	eV
LUMO	0.460	eV
spin multiplicity	1
gap between HOMO and LUMO	0.3152	hartree
relative energy (zero: lowest compared OMol25 entry of this formula, charge and spin)	0.000	eV

Positions of all 30 atoms, in Å:
C -0.94 1.31 -0.33
S -3.03 0.58 1.09
H 4.22 2.01 0.65
H 1.62 2.59 -0.01
H 2.73 -0.13 1.61
C -1.67 0.20 0.02
C 2.80 0.94 -0.79
C 0.40 1.15 -1.11
H 4.44 0.14 2.13
C -3.75 -2.21 0.53
H 4.81 0.94 -0.51
C -2.67 -2.39 -0.51
H 2.61 -0.07 -1.01
H -5.11 -0.58 1.29
H -4.51 -0.30 -0.46
H 1.34 0.74 0.74
C 3.95 1.08 0.19
H 0.35 1.82 -1.94
H -4.54 -2.86 0.23
Br -1.57 3.20 -0.23
H 2.90 1.69 -1.69
H -2.34 -3.50 -0.57
S -1.11 -1.45 -0.13
C -4.26 -0.74 0.53
H -3.08 -2.22 -1.45
H -3.47 -2.61 1.52
C 1.53 1.44 -0.10
H 0.48 0.19 -1.57
C 3.80 0.00 1.23
H 4.04 -0.98 0.65

Results of the natural (NBO) charge analysis, in e, for atoms 1 through 5:
1. C 0.01
2. S 0.24
3. H 0.21
4. H 0.22
5. H 0.20



[12]
C8H26IO9 | ωB97M-V/def2-TZVPD

highest occupied orbital energy (alpha / beta)	-10.003 / -10.000	eV
LUMO (alpha / beta)	0.036 / -4.981	eV
spin multiplicity	2
gap between HOMO and LUMO (alpha / beta)	0.3689 / 0.1845	hartree

Positions of all 44 atoms, in Å:
H 3.73 3.37 4.96
H -1.88 1.92 3.81
O -2.00 -2.89 -0.01
H 0.88 2.10 2.13
H 1.19 -0.58 0.22
C 2.86 2.20 2.07
C -1.14 -3.77 -2.07
H 2.45 -2.75 -3.99
C 2.27 -1.86 -2.33
H -4.74 0.62 -0.94
H 3.35 2.21 1.10
O 1.84 -2.08 -3.68
H 3.29 -1.48 -2.33
O 1.93 -0.49 -0.39
H -0.06 -3.38 -0.44
H -0.23 -4.26 -2.43
C 3.60 3.07 3.06
H 2.92 1.12 2.25
H 4.61 2.67 3.07
O -1.91 2.38 0.20
H 1.30 -0.01 -2.22
H -1.08 -4.79 -0.01
O 3.14 2.88 4.37
H 0.39 -1.32 -1.45
C -1.06 -3.81 -0.49
O 1.54 2.75 1.92
H -3.56 2.02 -2.69
H -1.67 -2.26 0.64
H -2.80 -4.05 -3.02
H 3.45 4.12 2.82
H -2.45 0.63 -0.68
I -0.84 -0.34 2.19
H 2.14 -2.90 -2.00
H -3.63 3.27 -1.53
O -4.76 1.58 -0.92
H -1.50 1.76 0.81
H -1.43 1.77 -1.70
H -1.25 -2.83 -2.61
C -2.23 1.66 -0.97
C -3.63 2.18 -1.61
O -1.63 2.60 4.43
O -2.13 -4.59 -2.60
C 1.39 -0.88 -1.57
H -0.71 2.42 4.63

Results of the natural (NBO) charge analysis, in e, for atoms 1 through 5:
1. H 0.47
2. H 0.46
3. O -0.75
4. H 0.46
5. H 0.47



- Which formula does entry 9 have?
  C3H9N